1.
Formula: AlH12O6
Source: OMol25
Level of theory: ωB97M-V/def2-TZVPD

## Properties
**HOMO energy**: -23.5983 eV
**Multiplicity**: 1
**Net charge**: +3
**Kohn-Sham gap**: 4.7 eV
**LUMO level**: -18.88 eV

Last column: Löwdin charge in e.
Geometry (Å):
Al: -2.06 -19.28 14.43  1.73
O: -2.96 -17.46 16.34  -0.03
H: -3.35 -17.79 17.17  0.11
H: -2.92 -16.49 16.43  0.11
O: -3.91 -17.25 13.56  -0.01
H: -3.37 -16.62 13.05  0.08
H: -4.84 -17.00 13.37  0.13
O: -4.30 -20.34 13.23  0.02
H: -5.06 -19.94 12.76  0.13
H: -4.16 -21.22 12.81  0.13
O: -0.14 -18.49 16.29  -0.03
H: -0.08 -18.64 17.25  0.11
H: 0.46 -17.75 16.11  0.10
O: -1.32 -16.51 14.26  -0.02
H: -1.17 -15.82 13.58  0.13
H: -0.72 -16.27 14.99  0.09
O: -1.99 -20.63 16.88  0.00
H: -1.98 -21.59 17.05  0.13
H: -1.75 -20.21 17.73  0.10


2.
Formula: C4H5ClOS
Source: OMol25
Level of theory: ωB97M-V/def2-TZVPD

## Properties
**HOMO energy (alpha / beta)**: -7.5585 / -9.8814 eV
**Multiplicity**: 3
**Net charge**: 0
**Kohn-Sham gap (alpha / beta)**: 8.4 / 7.0 eV
**LUMO level (alpha / beta)**: 0.83 / -2.85 eV

Last column: Löwdin charge in e.
Geometry (Å):
C: -1.28 0.89 -1.18  -0.06
C: -1.48 0.08 0.04  -0.64
C: 1.85 0.06 1.49  -0.31
C: -0.73 -0.29 -1.18  -0.12
O: 1.69 -0.86 -0.90  -0.52
S: 2.38 -1.02 0.38  0.83
Cl: -3.04 -0.83 0.43  0.47
H: -1.58 1.89 -1.70  0.15
H: -0.77 0.08 0.90  0.05
H: 0.96 0.68 1.32  0.03
H: 2.45 0.23 2.38  0.03
H: -0.44 -0.90 -1.99  0.10


3.
Formula: C2H2N2O2S
Source: OMol25
Level of theory: ωB97M-V/def2-TZVPD

## Properties
**HOMO energy**: -9.4610 eV
**Multiplicity**: 1
**Net charge**: 0
**Kohn-Sham gap**: 9.5 eV
**LUMO level**: 0.07 eV

Last column: Löwdin charge in e.
Geometry (Å):
C: -0.49 -1.14 0.73  -0.35
C: -1.28 -1.85 -0.06  -0.33
N: -0.81 1.14 -0.52  -0.37
N: -1.12 1.87 0.61  -0.14
O: -1.70 -2.63 -0.80  0.18
O: -1.76 2.82 0.36  -0.01
S: 0.35 -0.10 -0.48  0.93
H: -0.67 -0.83 1.68  0.03
H: -1.01 1.62 -1.35  0.06


4.
Formula: C29H84BF7N7O10S
Source: OMol25
Level of theory: ωB97M-V/def2-TZVPD

## Properties
**HOMO energy (alpha / beta)**: -21.9234 / -21.9234 eV
**Multiplicity**: 2
**Net charge**: +6
**Kohn-Sham gap (alpha / beta)**: 9.1 / 2.9 eV
**LUMO level (alpha / beta)**: -12.86 / -19.06 eV

Last column: Löwdin charge in e.
Geometry (Å):
B: -0.50 0.62 0.83  -1.50
F: -0.25 1.46 -0.23  0.16
F: -1.66 -0.01 0.60  0.19
F: 0.49 -0.36 0.92  0.11
F: -0.44 1.32 1.99  0.18
C: -2.84 0.86 -3.27  -0.03
C: -2.31 1.64 -4.47  -0.25
C: -0.86 1.25 -4.94  -0.19
O: -0.57 1.68 -6.24  -0.16
C: 0.56 1.11 -6.82  -0.06
N: -3.22 1.56 -5.67  0.24
H: -3.81 0.75 -5.70  0.17
H: -3.95 2.25 -5.66  0.18
H: -2.75 1.48 -6.57  0.17
H: -3.09 -0.18 -3.45  0.09
H: -3.71 1.27 -2.75  0.09
H: -2.05 0.87 -2.52  0.07
H: -2.38 2.72 -4.36  0.16
H: -0.81 0.17 -4.79  0.12
H: -0.19 1.53 -4.13  0.10
H: 0.32 0.09 -7.11  0.11
H: 1.40 1.06 -6.12  0.08
H: 0.73 1.72 -7.71  0.13
C: -3.70 2.40 0.07  -0.02
C: -3.27 3.28 1.29  -0.20
C: -3.32 2.50 2.62  -0.16
O: -2.55 3.32 3.52  -0.17
C: -2.16 2.55 4.65  -0.06
N: -1.82 3.70 0.94  0.22
H: -1.51 4.34 1.66  0.16
H: -1.25 2.89 1.13  0.09
H: -1.69 4.05 0.01  0.16
H: -4.77 2.16 0.07  0.11
H: -3.10 1.51 -0.12  0.05
H: -3.58 2.85 -0.91  0.07
H: -3.71 4.28 1.36  0.17
H: -2.97 1.47 2.48  0.11
H: -4.34 2.39 2.98  0.15
H: -1.16 2.17 4.43  0.06
H: -2.79 1.70 4.89  0.10
H: -1.95 3.26 5.46  0.11
C: 2.80 -2.08 -2.39  -0.02
C: 2.02 -0.93 -1.67  -0.25
C: 2.46 0.54 -2.02  -0.20
O: 2.23 0.76 -3.36  -0.15
C: 2.30 2.15 -3.59  -0.08
N: 0.51 -1.16 -1.92  0.26
H: 0.22 -2.08 -1.63  0.11
H: -0.05 -0.42 -1.54  0.12
H: 0.39 -1.21 -2.93  0.15
H: 3.87 -2.01 -2.20  0.10
H: 2.76 -2.01 -3.47  0.10
H: 2.52 -3.04 -1.97  0.07
H: 2.13 -1.18 -0.61  0.10
H: 3.51 0.71 -1.76  0.15
H: 1.74 1.10 -1.43  0.09
H: 2.02 2.41 -4.61  0.09
H: 3.26 2.64 -3.49  0.10
H: 1.58 2.67 -2.95  0.08
C: 2.46 3.62 0.03  -0.05
C: 3.02 5.00 0.04  -0.26
C: 4.09 5.27 -1.07  -0.19
O: 3.58 5.35 -2.38  -0.19
C: 4.76 5.41 -3.28  -0.04
N: 1.87 5.94 -0.21  0.23
H: 1.21 6.06 0.54  0.17
H: 2.21 6.88 -0.36  0.18
H: 1.39 5.83 -1.09  0.17
H: 1.81 3.57 0.90  0.08
H: 3.18 2.81 0.20  0.08
H: 1.97 3.33 -0.90  0.07
H: 3.30 5.26 1.06  0.17
H: 4.85 4.50 -1.08  0.13
H: 4.65 6.20 -0.94  0.14
H: 5.47 4.60 -3.13  0.09
H: 5.47 6.23 -3.14  0.11
H: 4.50 5.42 -4.34  0.10
C: -0.97 -3.60 4.42  -0.02
C: -1.72 -2.66 3.52  -0.28
C: -3.10 -2.22 4.05  -0.12
O: -3.74 -1.27 3.14  -0.21
C: -5.01 -0.86 3.54  -0.09
N: -0.84 -1.44 3.26  0.23
H: -0.37 -1.09 4.09  0.16
H: -0.15 -1.62 2.55  0.08
H: -1.37 -0.61 3.02  0.12
H: -1.64 -4.34 4.86  0.11
H: -0.54 -3.15 5.32  0.09
H: -0.23 -4.29 4.03  0.08
H: -1.92 -3.00 2.51  0.15
H: -2.97 -1.81 5.05  0.15
H: -3.66 -3.16 4.09  0.15
H: -5.51 -0.57 2.62  0.10
H: -4.96 0.10 4.06  0.08
H: -5.55 -1.60 4.12  0.12
C: -1.39 -5.95 -1.91  0.01
C: -2.58 -4.93 -2.02  -0.26
C: -2.39 -3.63 -1.30  -0.19
O: -3.62 -2.87 -1.36  -0.17
C: -3.77 -1.82 -0.42  -0.06
N: -2.98 -4.70 -3.50  0.25
H: -3.60 -3.91 -3.62  0.15
H: -2.17 -4.31 -3.96  0.16
H: -3.37 -5.50 -3.98  0.18
H: -1.44 -6.53 -0.99  0.10
H: -0.43 -5.47 -1.73  0.07
H: -1.36 -6.68 -2.73  0.10
H: -3.48 -5.43 -1.64  0.16
H: -1.53 -3.14 -1.74  0.10
H: -2.07 -4.01 -0.34  0.13
H: -3.42 -0.97 -1.01  0.06
H: -3.08 -1.92 0.42  0.07
H: -4.83 -1.67 -0.20  0.11
C: 2.99 0.89 2.39  0.01
C: 3.92 -0.18 3.05  -0.23
C: 3.48 -0.62 4.47  -0.03
O: 4.16 -1.84 4.90  0.12
C: 3.57 -2.49 6.04  0.10
N: 3.97 -1.42 2.21  0.24
H: 4.35 -1.29 1.28  0.18
H: 4.53 -2.16 2.62  0.17
H: 3.06 -1.81 2.03  0.08
H: 1.95 0.56 2.32  0.06
H: 3.31 1.05 1.36  0.07
H: 3.01 1.89 2.83  0.11
H: 4.96 0.15 2.99  0.17
H: 2.41 -0.81 4.40  0.15
H: 3.43 0.21 5.17  0.19
H: 2.53 -2.79 5.86  0.14
H: 3.74 -1.84 6.90  0.17
H: 4.16 -3.39 6.20  0.14
C: 1.80 -5.54 1.73  -0.58
F: 2.33 -6.44 0.86  0.15
F: 0.64 -6.05 2.16  0.15
F: 2.71 -5.49 2.71  0.13
S: 1.59 -3.73 1.03  0.56
O: 0.43 -3.80 0.13  -0.33
O: 1.37 -2.84 2.18  -0.38
O: 2.82 -3.41 0.29  -0.32


Number 1: strongest force on any atom 0.082 Eh/bohr. Number 2: strongest force on any atom 0.111 Eh/bohr. Number 3: strongest force on any atom 0.068 Eh/bohr. Number 4: strongest force on any atom 0.068 Eh/bohr.